{
  "formula": "C25H34HgN4O3S3Se3",
  "method": "wB97M-V/def2-TZVPD",
  "species": ["Hg", "Se", "Se", "Se", "S", "S", "S", "O", "O", "O", "N", "N", "N", "N", "C", "C", "C", "C", "C", "C", "C", "C", "C", "C", "C", "C", "C", "C", "C", "C", "C", "C", "C", "C", "C", "C", "C", "C", "C", "H", "H", "H", "H", "H", "H", "H", "H", "H", "H", "H", "H", "H", "H", "H", "H", "H", "H", "H", "H", "H", "H", "H", "H", "H", "H", "H", "H", "H", "H", "H", "H", "H", "H"],
  "coordinates": [[0.488, -0.390, -0.008], [-1.971, 1.842, 1.022], [-1.925, 1.213, -2.310], [1.650, 0.739, -2.762], [-1.311, -2.075, 0.654], [3.205, -1.369, -0.048], [4.347, -1.699, -2.838], [1.455, 2.779, 0.778], [-0.536, -1.137, -2.207], [-1.420, -2.333, -3.884], [-2.533, 3.106, 3.557], [1.125, 0.746, 2.599], [-3.509, 1.195, 3.320], [2.195, -2.796, -2.022], [-2.411, 3.104, -2.388], [-1.116, -3.472, -0.417], [2.382, 2.690, 1.824], [-0.950, -4.670, -2.507], [-3.875, -0.095, 2.749], [2.171, -3.112, -3.445], [0.459, 1.859, -3.836], [-1.035, -3.452, -1.821], [2.809, 0.364, 4.770], [-1.125, -4.728, 0.224], [-1.662, 4.234, 3.302], [3.150, -1.975, -1.582], [3.023, 2.101, -2.573], [-0.923, 1.248, -3.986], [3.138, -2.147, -4.125], [1.724, -0.478, 4.564], [-3.255, 2.871, 4.716], [-3.864, 1.679, 4.565], [3.030, 1.390, 3.874], [-2.687, 2.071, 2.691], [-0.956, -5.894, -1.863], [2.160, 1.547, 2.795], [0.916, -0.247, 3.465], [-1.053, -5.917, -0.474], [-1.028, -2.190, -2.710], [3.865, 2.071, 3.998], [0.937, 1.992, -4.809], [2.608, 2.954, -2.038], [0.554, 2.616, 1.108], [-0.617, 3.945, 3.420], [0.072, -0.893, 3.236], [3.408, 2.402, -3.546], [-1.516, 1.824, -4.697], [-4.168, 0.039, 1.710], [-1.905, 5.032, 4.001], [1.307, -2.767, -1.525], [-1.806, 4.571, 2.278], [-0.894, -6.815, -2.432], [-1.067, -6.859, 0.065], [-1.529, 3.702, -2.613], [-0.870, 0.210, -4.315], [3.824, 1.656, -1.984], [2.478, -4.152, -3.590], [3.648, -2.583, -4.980], [1.161, -2.985, -3.837], [-2.781, 3.382, -1.404], [3.471, 0.219, 5.615], [-3.181, 3.276, -3.138], [3.367, 2.575, 1.364], [-4.700, -0.508, 3.326], [-4.519, 1.139, 5.224], [-0.890, -4.616, -3.586], [-3.277, 3.573, 5.530], [2.624, -1.230, -4.411], [1.509, -1.299, 5.235], [-1.193, -4.735, 1.305], [0.414, 2.830, -3.342], [-3.025, -0.778, 2.757], [2.407, 3.618, 2.415]],
  "forces_ev_per_a": [[-0.180, 0.142, 0.013], [0.053, 0.240, 0.059], [0.000, 0.158, -0.018], [-0.024, 0.223, -0.113], [-0.322, -0.159, 0.134], [0.469, 0.132, 0.118], [-0.034, 0.085, -0.074], [0.092, 0.186, 0.102], [-0.020, -0.453, -0.470], [0.104, 0.133, 0.319], [0.056, 0.069, 0.071], [0.028, 0.213, 0.196], [-0.078, -0.165, 0.030], [-0.522, 0.382, -0.261], [-0.073, -0.036, -0.119], [-0.006, 0.005, 0.266], [-0.214, -0.022, -0.086], [0.023, -0.012, 0.008], [0.000, 0.053, 0.043], [0.084, -0.119, -0.071], [-0.008, -0.034, 0.036], [-0.097, 0.094, -0.213], [0.012, 0.021, 0.001], [0.056, 0.010, -0.080], [-0.047, -0.026, -0.001], [0.189, -0.433, 0.242], [-0.024, -0.041, 0.063], [0.066, -0.091, 0.140], [0.087, 0.040, 0.001], [-0.088, -0.037, -0.015], [0.081, 0.072, -0.067], [0.005, -0.085, -0.099], [0.067, 0.035, -0.007], [-0.024, -0.089, 0.049], [0.024, 0.072, 0.041], [0.067, 0.002, 0.064], [-0.038, -0.083, -0.050], [0.006, 0.070, -0.039], [0.158, -0.284, -0.055], [-0.001, -0.011, -0.005], [-0.042, 0.013, -0.049], [0.031, 0.001, 0.014], [-0.003, -0.220, -0.051], [0.006, -0.012, 0.005], [0.021, -0.003, 0.022], [0.024, 0.026, -0.006], [0.003, 0.015, -0.076], [-0.019, 0.018, -0.007], [-0.004, -0.003, 0.007], [0.085, -0.208, 0.024], [-0.011, 0.001, -0.012], [0.013, 0.015, 0.009], [0.005, 0.020, -0.017], [-0.013, 0.055, 0.019], [-0.069, 0.034, 0.027], [-0.006, 0.010, -0.005], [0.000, -0.010, -0.004], [-0.002, -0.066, 0.011], [0.002, -0.008, 0.039], [-0.026, 0.016, -0.002], [0.001, -0.009, -0.005], [-0.007, 0.073, -0.010], [0.025, -0.016, 0.006], [0.006, 0.006, 0.019], [0.009, -0.009, -0.011], [-0.079, 0.008, -0.027], [0.019, -0.008, -0.006], [0.036, -0.056, -0.063], [0.012, -0.009, -0.015], [0.001, -0.001, -0.007], [-0.010, 0.011, 0.019], [0.011, 0.014, 0.000], [0.053, 0.045, 0.000]],
  "charge": -1,
  "spin_multiplicity": 2,
  "e_tot_ev": -271300.8844
}